No. 1
Formula: C3H9AsKSSe4
Source: OMol25
Level of theory: ωB97M-V/def2-TZVPD

The total charge is -1. The total energy is -12959.4756 hartree. The HOMO-LUMO gap comes out at 5.393 eV. As for the multiplicity: 1. The calculation puts the largest force on an atom at 0.53 eV/A.

Last column: Mulliken charge in e.
Atoms and positions in Å:
K  -0.80  0.20  1.30  0.851
Se  1.25  -0.44  -1.06  -0.590
Se  2.54  0.26  0.81  -0.288
Se  2.33  -1.40  2.48  -0.121
Se  0.50  -0.86  3.87  -0.775
C  -1.92  -2.34  -0.74  -0.938
As  -2.85  -0.84  -1.51  0.632
C  -4.45  -1.62  -2.26  -1.055
C  -1.82  -0.27  -3.03  -0.868
S  -3.36  0.71  -0.18  -0.608
H  -2.01  -3.17  -1.43  0.328
H  -2.39  -2.60  0.21  0.318
H  -0.87  -2.09  -0.60  0.251
H  -4.19  -2.38  -3.00  0.375
H  -5.03  -0.83  -2.73  0.328
H  -5.02  -2.07  -1.45  0.320
H  -1.68  -1.11  -3.71  0.349
H  -0.86  0.10  -2.65  0.153
H  -2.36  0.53  -3.51  0.338

---

No. 2
Formula: C2H7O3SSi
Source: OMol25
Level of theory: ωB97M-V/def2-TZVPD

The total charge is -1. The total energy is -993.7393 hartree. The HOMO-LUMO gap comes out at 6.682 eV. The energy above the lowest of the compared OMol25 structures with the same formula, charge and spin comes out at 113.8 kcal per mole. As for the multiplicity: 1. The calculation puts the largest force on an atom at 6.62 eV/A.

Last column: Mulliken charge in e.
Atoms and positions in Å:
C  -1.08  1.47  -1.16  -0.437
C  -1.00  -1.12  1.49  -1.221
O  3.22  -0.85  1.16  -0.557
O  2.26  0.13  -1.26  -0.326
O  0.25  1.21  -1.21  -0.275
Si  0.93  -0.18  -0.56  0.341
S  2.82  0.42  0.46  0.259
H  -1.40  0.67  -0.49  0.120
H  -1.59  1.31  -2.08  0.228
H  -1.26  2.50  -0.77  0.173
H  -1.19  -2.18  1.40  0.292
H  -0.55  -1.12  2.51  0.216
H  -1.92  -0.70  1.50  0.328
H  0.51  -1.57  -0.99  -0.141

---

No. 3
Formula: CHClFO2S2
Source: OMol25
Level of theory: ωB97M-V/def2-TZVPD

The total charge is -1. The total energy is -1545.6295 hartree. The HOMO-LUMO gap comes out at 8.055 eV. The energy above the lowest of the compared OMol25 structures with the same formula, charge and spin comes out at 31.5 kcal per mole. As for the multiplicity: 1. The calculation puts the largest force on an atom at 3.44 eV/A.

Last column: Mulliken charge in e.
Atoms and positions in Å:
C  1.05  0.40  -0.07  -0.016
O  -0.84  -1.64  0.92  -0.547
O  -1.77  0.57  1.30  -0.591
F  1.85  -0.66  0.02  -0.240
S  -1.85  -0.23  -1.38  -0.441
S  -1.10  -0.35  0.39  0.801
Cl  1.00  0.81  -1.74  -0.170
H  1.66  1.10  0.56  0.202

---

No. 4
Formula: C45H40N3P2PtS4
Source: OMol25
Level of theory: ωB97M-V/def2-TZVPD

The total charge is -1. The total energy is -4297.8633 hartree. The HOMO-LUMO gap (alpha / beta) comes out at 4.011 / 4.007 eV. The energy above the lowest of the compared OMol25 structures with the same formula, charge and spin comes out at 81.9 kcal per mole. As for the multiplicity: 1. The calculation puts the largest force on an atom at 2.54 eV/A.

Last column: Mulliken charge in e.
Atoms and positions in Å:
Pt  0.21  -0.71  -0.13  1.294
S  1.21  -2.90  1.38  -0.478
P  1.04  -1.30  2.55  0.452
C  -0.10  -0.18  1.81  -1.335
P  -0.29  1.44  2.48  1.708
S  -1.50  2.61  1.47  -0.440
C  1.30  2.35  2.52  0.644
C  1.68  3.33  3.43  -0.253
C  2.84  4.05  3.22  -0.965
C  3.62  3.82  2.10  -0.939
C  3.23  2.86  1.18  -0.849
C  2.08  2.14  1.39  0.036
C  -1.10  1.25  4.12  0.945
C  -0.76  1.78  5.36  -0.103
C  -1.65  1.66  6.41  -0.998
C  -2.85  1.00  6.26  -0.557
C  -3.17  0.43  5.04  -0.577
C  -2.31  0.58  3.97  -0.915
C  0.65  -1.97  4.21  0.366
C  -0.67  -2.12  4.59  -0.392
C  -0.98  -2.69  5.81  -0.574
C  0.03  -3.13  6.65  -0.581
C  1.35  -3.05  6.24  -0.676
C  1.66  -2.47  5.02  -0.374
C  2.64  -0.51  2.89  0.155
C  3.68  -0.60  1.98  -0.342
C  4.88  0.02  2.24  -0.684
C  5.05  0.72  3.42  -0.680
C  4.01  0.83  4.33  -0.820
C  2.80  0.23  4.06  0.049
H  1.06  3.56  4.29  0.438
H  3.14  4.80  3.93  0.370
H  4.51  4.41  1.93  0.455
H  3.83  2.69  0.29  0.647
H  1.76  1.38  0.68  -0.064
H  0.19  2.26  5.52  0.221
H  -1.39  2.09  7.37  0.413
H  -3.54  0.92  7.09  0.386
H  -4.09  -0.12  4.92  0.419
H  -2.56  0.17  3.00  0.272
H  -1.45  -1.79  3.92  0.426
H  -2.01  -2.79  6.11  0.427
H  -0.21  -3.56  7.62  0.381
H  2.14  -3.43  6.87  0.402
H  2.69  -2.40  4.70  0.450
H  3.52  -1.17  1.07  0.294
H  5.70  -0.05  1.53  0.416
H  6.00  1.18  3.65  0.369
H  4.14  1.39  5.25  0.425
H  1.97  0.30  4.76  0.543
S  -1.18  1.24  -1.16  -0.237
C  0.05  2.20  -1.92  0.484
C  0.76  3.25  -1.36  -0.721
C  1.67  3.95  -2.15  0.423
C  2.45  4.98  -1.58  -0.244
N  3.11  5.79  -1.11  -0.627
C  1.83  3.61  -3.51  0.653
C  1.10  2.56  -4.07  -0.741
C  0.21  1.86  -3.27  0.261
S  -0.78  0.54  -3.75  -0.210
C  2.68  4.38  -4.33  -0.179
N  3.35  5.00  -5.02  -0.583
H  0.62  3.52  -0.32  0.793
H  1.21  2.31  -5.11  0.539
C  -0.67  -5.88  -3.92  -1.647
C  -0.89  -4.65  -3.08  0.153
C  -2.10  -4.46  -2.44  -1.010
C  -2.31  -3.33  -1.65  0.068
C  -3.61  -3.10  -0.95  -1.666
C  -1.30  -2.40  -1.54  0.032
C  -0.03  -2.56  -2.15  1.275
C  0.13  -3.72  -2.95  -0.545
N  0.88  -1.60  -1.89  0.525
C  2.23  -1.56  -2.42  1.701
C  2.27  -1.56  -3.96  -1.543
C  3.07  -2.72  -1.85  -1.615
C  2.85  -0.24  -1.93  -1.188
H  -1.61  -6.37  -4.13  0.386
H  -0.02  -6.59  -3.39  0.291
H  -0.18  -5.63  -4.86  0.350
H  -2.89  -5.20  -2.55  0.273
H  -4.35  -3.85  -1.23  0.391
H  -4.00  -2.11  -1.19  0.309
H  -3.47  -3.14  0.13  0.270
H  -1.51  -1.48  -0.97  0.402
H  1.05  -3.92  -3.47  0.234
H  2.19  -2.55  -4.38  0.421
H  3.20  -1.12  -4.30  0.444
H  1.44  -0.96  -4.34  0.149
H  2.69  -3.69  -2.15  0.249
H  3.06  -2.69  -0.76  0.229
H  4.10  -2.64  -2.19  0.491
H  2.44  0.60  -2.48  -0.197
H  3.93  -0.24  -2.07  0.637
H  2.63  -0.10  -0.87  -0.287

---

No. 5
Formula: C8H5BeN2O5
Source: OMol25
Level of theory: ωB97M-V/def2-TZVPD

The total charge is +1. The total energy is -808.0451 hartree. The HOMO-LUMO gap comes out at 6.869 eV. The energy above the lowest of the compared OMol25 structures with the same formula, charge and spin comes out at 0.0 kcal per mole. As for the multiplicity: 1. The calculation puts the largest force on an atom at 4.33 eV/A.

Last column: Mulliken charge in e.
Atoms and positions in Å:
O  0.92  -2.78  -3.17  -0.164
C  0.69  -1.84  -2.58  0.175
Be  -0.28  -0.14  1.09  -0.096
O  2.46  -0.99  0.62  -0.234
C  1.37  -0.65  0.82  0.512
C  -0.87  1.17  -1.14  -0.383
O  -1.34  2.29  -1.13  -0.437
C  -1.53  -1.07  0.37  0.424
O  -2.40  -1.62  -0.14  -0.161
C  0.50  0.85  -0.65  0.797
O  1.55  1.19  -1.11  -0.444
H  -1.32  0.23  -1.58  0.218
N  -0.12  2.95  3.13  -0.038
C  -1.49  2.76  3.20  -0.516
C  -1.76  1.63  2.49  -0.212
N  -0.54  1.15  1.98  0.125
C  0.42  1.97  2.39  -0.055
H  0.40  3.71  3.56  0.231
H  -2.15  3.43  3.73  0.411
H  -2.70  1.13  2.28  0.421
H  1.48  1.88  2.17  0.426

---

No. 6
Formula: C6H26Ag2O18P2
Source: OMol25
Level of theory: ωB97M-V/def2-TZVPD

The total charge is -2. As for the expectation value of S²: 2.02. The total energy is -2575.2894 hartree. The HOMO-LUMO gap (alpha / beta) comes out at 8.379 / 5.758 eV. As for the multiplicity: 3. The calculation puts the largest force on an atom at 4.00 eV/A.

Last column: Mulliken charge in e.
Atoms and positions in Å:
Ag  0.11  -1.72  3.36  0.328
Ag  -3.27  -1.58  2.54  0.619
P  -0.46  0.03  1.25  1.392
O  -1.38  -0.73  2.29  -0.510
O  -0.28  1.56  1.62  -0.934
O  -0.90  -0.06  -0.24  -0.339
O  0.79  -0.84  1.43  -0.748
P  -1.60  -3.85  3.19  1.215
O  -1.91  -2.66  4.09  -0.806
O  -0.10  -3.81  2.92  -0.667
O  -2.50  -3.50  1.90  -0.505
O  -2.04  -5.25  3.81  -0.607
O  -3.49  0.11  0.70  -0.792
H  -2.57  0.34  0.88  0.286
H  -3.49  -0.16  -0.22  0.386
O  3.23  -2.44  1.81  -0.713
H  2.92  -2.36  2.72  0.254
H  2.60  -1.93  1.30  0.486
O  0.21  1.90  4.38  -0.668
H  0.22  1.90  3.42  0.394
H  0.39  1.00  4.62  0.252
O  -1.75  2.18  -0.74  -0.786
H  -1.05  2.69  -0.32  0.274
H  -1.47  1.27  -0.63  0.176
C  3.30  -0.41  -0.84  -0.379
C  2.27  -0.27  -2.14  -0.234
O  1.14  -1.17  -1.90  -0.583
O  2.81  0.43  0.26  -0.343
H  4.31  -0.09  -1.11  0.411
H  3.22  -1.50  -0.76  0.234
H  2.78  -0.43  -3.09  0.352
H  1.76  0.68  -2.28  0.041
H  0.51  -0.75  -1.30  0.242
H  1.96  0.10  0.55  0.225
C  -2.46  -1.91  -2.60  -0.164
C  -3.34  -1.36  -3.77  -0.490
O  -2.83  -1.81  -4.99  -0.535
O  -2.69  -1.49  -1.26  -0.611
H  -1.41  -1.73  -2.84  0.089
H  -2.65  -2.97  -2.77  0.297
H  -3.55  -0.30  -3.61  0.332
H  -4.28  -1.86  -3.54  0.263
H  -1.96  -1.46  -5.23  0.318
H  -1.98  -0.93  -0.95  0.516
C  1.45  3.52  -0.08  -0.147
C  2.60  4.48  0.09  -0.615
O  3.81  3.83  0.08  -0.536
O  1.33  2.90  -1.38  -0.621
H  0.57  4.09  0.23  0.352
H  1.67  2.78  0.68  0.288
H  2.57  4.97  1.06  0.337
H  2.52  5.26  -0.67  0.280
H  3.71  3.15  -0.59  0.352
H  0.67  2.20  -1.33  0.339

---

> The lowest total charge belongs to which entry?

C6H26Ag2O18P2

---

> What is the multiplicity in the third record?

1